(1)
{"formula": "C3H11N2S", "method": "ωB97M-V/def2-TZVPD", "e_tot_ev": -17092.5354, "s_squared": 2.01, "homo_ha": [-0.3571, -0.5449], "total_charge": 1, "multiplicity": 3, "homo_lumo_gap_ev": [6.82, 7.26], "lumo_energy_ev": [-2.901, -7.562], "species": ["C", "C", "C", "N", "N", "S", "H", "H", "H", "H", "H", "H", "H", "H", "H", "H", "H"], "positions_angstrom": [[-1.06, -1.28, -1.83], [-1.08, -0.44, -0.51], [0.45, 0.67, 1.11], [1.87, 0.41, 1.80], [0.24, -0.41, 0.08], [0.58, 2.23, 0.12], [-2.12, -1.31, -2.31], [-0.50, -0.85, -2.60], [-0.74, -2.33, -1.60], [-1.88, -0.86, 0.11], [-1.41, 0.62, -0.75], [-0.26, 0.52, 2.01], [2.01, 1.25, 2.38], [2.57, 0.18, 1.05], [0.93, -0.02, -0.67], [0.62, -1.24, 0.50], [-0.22, 2.85, 1.12]], "nbo_charge": [-0.63, -0.25, -0.17, -0.77, -0.57, 0.35, 0.26, 0.23, 0.23, 0.25, 0.23, 0.24, 0.41, 0.39, 0.38, 0.45, -0.02]}

***

(2)
{"formula": "C4H7NO", "method": "ωB97M-V/def2-TZVPD", "e_tot_ev": -7794.2773, "homo_ha": -0.3450, "homo_lumo_gap_ev": 9.34, "lumo_energy_ev": -0.049, "species": ["C", "C", "O", "C", "C", "N", "H", "H", "H", "H", "H", "H", "H"], "positions_angstrom": [[2.61, -0.27, 0.51], [1.14, -0.18, 0.31], [0.40, 0.82, 0.49], [0.08, -1.02, 0.03], [-2.85, 0.30, -0.26], [-2.28, 0.94, -1.20], [3.10, -0.44, -0.45], [2.82, -1.13, 1.16], [2.97, 0.65, 0.97], [-0.31, -1.02, -1.00], [-2.46, 0.22, 0.76], [-3.79, -0.23, -0.46], [-1.42, 1.36, -0.85]], "nbo_charge": [-0.71, 0.40, -0.53, -0.10, -0.05, -0.61, 0.25, 0.25, 0.25, 0.19, 0.16, 0.16, 0.35]}

***

(3)
{"formula": "C3H6N4O2", "method": "ωB97M-V/def2-TZVPD", "e_tot_ev": -13259.1349, "homo_ha": -0.2967, "smiles": "Nc1cn(N)o/c1=N\\O", "homo_lumo_gap_ev": 8.86, "lumo_energy_ev": 0.781, "species": ["N", "C", "C", "N", "N", "O", "C", "N", "O", "H", "H", "H", "H", "H", "H"], "positions_angstrom": [[1.47, -1.70, 0.89], [0.47, -0.98, 0.33], [-0.82, -1.16, 0.09], [-1.39, -0.09, -0.61], [-2.37, 0.58, 0.11], [-0.30, 0.84, -0.95], [0.79, 0.33, -0.33], [1.98, 0.81, -0.34], [2.11, 2.05, -0.97], [2.20, -1.09, 1.15], [1.24, -2.28, 1.68], [-1.50, -1.92, 0.42], [-3.12, 0.82, -0.55], [-1.98, 1.46, 0.40], [1.22, 2.33, -1.31]], "nbo_charge": [-0.78, 0.09, -0.12, 0.01, -0.65, -0.39, 0.41, -0.20, -0.55, 0.40, 0.38, 0.23, 0.36, 0.36, 0.45]}

***

(4)
{"formula": "C5H12N2O2P", "method": "ωB97M-V/def2-TZVPD", "e_tot_ev": -21737.8886, "s_squared": 2.01, "homo_ha": [0.0085, -0.1545], "total_charge": -1, "multiplicity": 3, "homo_lumo_gap_ev": [3.57, 6.89], "lumo_energy_ev": [3.804, 2.687], "species": ["C", "C", "C", "C", "C", "N", "N", "O", "O", "P", "H", "H", "H", "H", "H", "H", "H", "H", "H", "H", "H", "H"], "positions_angstrom": [[-1.76, 1.54, 0.42], [0.13, 1.64, -0.44], [0.14, -0.74, -1.01], [-1.01, -1.46, -0.16], [2.50, -0.26, 1.31], [0.67, 0.32, -0.23], [2.12, 0.22, -0.10], [-3.30, -0.70, 1.20], [-2.86, -0.03, -1.27], [-2.27, -0.15, 0.28], [-1.38, 1.69, 1.49], [-0.02, 1.88, -1.45], [0.89, 2.30, 0.22], [1.05, -1.30, -1.25], [-0.35, -0.40, -2.00], [-1.58, -2.10, -0.74], [-0.65, -1.93, 0.76], [3.63, 0.08, 1.40], [1.89, 0.24, 2.08], [2.49, -1.32, 1.47], [2.56, -0.52, -0.68], [-2.90, 1.01, -1.31]], "nbo_charge": [-0.75, -0.36, -0.26, -0.75, -0.44, -0.37, -0.50, -1.14, -1.03, 1.98, 0.15, 0.13, 0.17, 0.18, 0.19, 0.22, 0.22, 0.17, 0.21, 0.16, 0.32, 0.49]}

***

(5)
{"formula": "C21H31O4Ti", "method": "ωB97M-V/def2-TZVPD", "e_tot_ev": -53583.1880, "s_squared": 2.01, "homo_ha": [0.0009, -0.1300], "total_charge": -1, "multiplicity": 3, "homo_lumo_gap_ev": [2.56, 6.10], "lumo_energy_ev": [2.580, 2.560], "species": ["O", "C", "C", "H", "H", "C", "H", "H", "C", "H", "H", "H", "C", "H", "H", "H", "Ti", "C", "C", "C", "H", "C", "C", "H", "H", "H", "H", "C", "C", "C", "H", "C", "C", "H", "H", "H", "H", "O", "C", "C", "H", "H", "C", "H", "H", "C", "H", "H", "H", "H", "C", "C", "O", "O", "H", "H", "H"], "positions_angstrom": [[-2.09, 0.79, -0.48], [-2.68, 0.39, -1.79], [-3.67, 1.54, -1.87], [-3.13, -0.59, -1.68], [-1.96, 0.46, -2.62], [-3.12, 1.85, -0.49], [-4.73, 1.23, -1.88], [-3.45, 2.23, -2.70], [-4.25, 1.59, 0.49], [-4.76, 0.64, 0.26], [-4.99, 2.41, 0.37], [-3.88, 1.55, 1.52], [-2.51, 3.23, -0.31], [-1.78, 3.48, -1.10], [-2.05, 3.31, 0.69], [-3.34, 3.95, -0.37], [1.25, -0.48, 1.22], [3.43, -0.43, 2.31], [3.56, -1.37, 1.27], [3.28, -0.73, 0.02], [3.93, -2.39, 1.41], [3.04, 0.66, 0.31], [3.13, 0.84, 1.72], [3.10, 1.81, 2.21], [3.64, -0.63, 3.36], [3.35, -1.14, -0.98], [2.94, 1.47, -0.42], [0.72, -0.67, 3.41], [0.57, 0.70, 3.01], [-0.47, 0.76, 2.02], [1.08, 1.58, 3.43], [-0.95, -0.56, 1.80], [-0.25, -1.44, 2.70], [-0.47, -2.50, 2.85], [1.35, -1.05, 4.22], [-0.87, 1.68, 1.58], [-1.80, -0.83, 1.18], [0.57, 0.11, -0.89], [0.48, 1.41, -1.57], [0.71, 1.11, -3.04], [1.26, 2.05, -1.16], [-0.55, 1.73, -1.43], [0.38, -0.37, -3.19], [1.77, 1.37, -3.22], [0.10, 1.77, -3.65], [0.01, -0.87, -1.81], [1.29, -0.89, -3.50], [-0.39, -0.51, -3.95], [0.35, -1.86, -1.55], [-1.05, -0.90, -1.63], [2.25, -4.43, 0.90], [1.69, -3.34, 0.06], [1.65, -3.33, -1.16], [1.19, -2.33, 0.79], [1.42, -5.10, 1.13], [2.66, -4.04, 1.84], [3.03, -4.95, 0.35]], "nbo_charge": [-0.53, -0.08, -0.47, 0.19, 0.19, 0.27, 0.20, 0.20, -0.62, 0.21, 0.20, 0.23, -0.63, 0.21, 0.23, 0.20, 0.81, -0.32, -0.22, -0.37, 0.20, -0.36, -0.35, 0.21, 0.21, 0.23, 0.20, -0.37, -0.34, -0.31, 0.22, -0.36, -0.27, 0.22, 0.21, 0.20, 0.22, -0.53, -0.07, -0.42, 0.20, 0.19, -0.45, 0.20, 0.19, -0.10, 0.22, 0.19, 0.27, 0.16, -0.72, 0.81, -0.69, -0.76, 0.22, 0.23, 0.21]}